Molecular formula: C20H40NOP3SY
Method: DFT, the ωB97M-V functional and the def2-TZVPD basis

XYZ file:
```
67
Properties=species:S:1:pos:R:3:mulliken_charge:R:1
Y -0.734 -0.195 0.142 -0.04
P 1.322 0.853 1.987 1.00
P -1.097 2.545 -0.197 1.36
P 2.090 -0.431 -1.113 0.90
H -1.080 -4.699 1.349 0.23
C -0.024 -5.002 1.321 -0.49
C 0.849 -4.478 2.189 -0.48
H 0.552 -3.759 2.961 0.23
C 0.825 1.303 3.695 -1.27
C 2.187 2.423 1.590 -1.12
C 2.734 -0.241 2.419 -1.12
C -2.487 2.612 -1.390 -1.18
C -1.621 3.801 1.015 -0.94
C 0.120 3.524 -1.149 -1.36
C 2.793 -2.074 -0.660 -1.34
C 3.628 0.586 -1.030 -1.48
C 1.997 -0.595 -2.934 -1.36
H 0.258 -5.743 0.572 0.28
H 1.907 -4.786 2.188 0.26
H 0.619 0.403 4.287 0.37
H -0.064 1.944 3.679 0.25
H 1.657 1.849 4.160 0.55
H 1.460 3.227 1.427 0.21
H 2.823 2.327 0.703 0.14
H 2.817 2.690 2.449 0.53
H 2.344 -1.190 2.811 0.32
H 3.332 0.246 3.202 0.48
H 3.380 -0.451 1.559 0.13
H -2.582 3.638 -1.773 0.52
H -3.426 2.310 -0.909 0.38
H -2.299 1.933 -2.232 0.19
H -2.175 4.608 0.516 0.42
H -0.750 4.215 1.533 0.37
H -2.274 3.341 1.772 0.10
H -0.403 4.294 -1.730 0.49
H 0.671 2.872 -1.836 0.25
H 0.842 4.005 -0.483 0.46
H 3.199 -2.545 -1.564 0.46
H 2.015 -2.722 -0.229 0.21
H 3.599 -1.955 0.074 0.51
H 4.318 0.246 -1.815 0.48
H 4.125 0.492 -0.058 0.49
H 3.386 1.641 -1.213 0.36
H 2.992 -0.877 -3.307 0.55
H 1.701 0.366 -3.377 0.36
H 1.251 -1.340 -3.238 0.38
C -1.618 -1.094 -2.779 0.87
C -2.773 -0.666 -3.467 -0.52
C -3.247 -1.434 -4.523 -0.66
C -2.608 -2.625 -4.889 -0.64
C -1.475 -3.058 -4.183 -0.71
C -1.018 -2.345 -3.079 -0.18
O -1.042 -0.218 -1.927 -0.39
H -1.021 -1.107 2.458 0.09
H -3.249 0.266 -3.162 0.30
H -4.101 -1.085 -5.094 0.43
H -2.973 -3.238 -5.715 0.42
H -0.905 -3.937 -4.485 0.41
H -0.170 -2.698 -2.479 0.42
S -3.342 1.506 2.624 0.15
C -2.755 0.921 4.128 -0.16
C -2.049 -0.228 3.975 -0.46
N -1.929 -0.660 2.658 0.00
C -2.585 0.199 1.680 -0.02
H -2.938 1.399 5.073 0.46
H -1.628 -0.821 4.773 0.49
H -3.350 -0.290 1.053 0.66
```

Results
Strongest force on any atom, eV Å⁻¹: 4.3
Lowest unoccupied orbital energy (alpha / beta), eV: -12.927 / -12.928
Kohn-Sham gap (alpha / beta), eV: 2.53 / 2.53
Total charge: +3
E_HOMO (alpha / beta), eV: -15.46 / -15.46
Energy above the lowest of the compared OMol25 structures with the same formula, charge and spin, eV: 3.413

Molecular formula: C20H40O40S10
Method: DFT, the ωB97M-V functional and the def2-TZVPD basis

XYZ file:
```
110
Properties=species:S:1:pos:R:3:mulliken_charge:R:1
O -2.802 -6.329 -1.423 -0.54
S -2.842 -4.803 -1.288 1.01
O -2.978 -3.975 -2.494 -0.44
O -3.968 -4.405 -0.153 -0.40
C -3.317 -3.959 1.054 -0.48
C -1.984 -3.441 0.662 0.04
O -1.578 -4.320 -0.319 -0.19
H -3.972 -3.266 1.582 0.21
H -3.140 -4.838 1.675 0.41
H -1.205 -3.510 1.421 0.26
H -2.058 -2.493 0.129 0.06
O 0.554 -0.927 -2.138 -0.15
S 0.379 -1.118 -3.569 0.84
O 0.862 -0.166 -4.569 -0.63
O 0.709 -2.677 -4.091 -0.32
C -0.368 -3.220 -4.850 -0.31
C -1.393 -2.093 -5.044 -0.52
O -1.275 -1.298 -3.843 -0.12
H -0.009 -3.493 -5.842 0.28
H -0.665 -4.154 -4.372 0.26
H -2.397 -2.504 -5.146 0.37
H -1.280 -1.500 -5.951 0.35
O 4.714 -5.148 2.874 -0.50
S 5.689 -4.001 2.781 1.15
O 7.152 -4.142 3.146 -0.60
O 5.641 -3.166 1.372 -0.34
C 5.734 -1.748 1.597 0.28
C 5.466 -1.500 3.137 -0.21
O 5.178 -2.773 3.652 -0.36
H 6.621 -1.311 1.139 0.32
H 4.900 -1.286 1.069 -0.26
H 4.605 -0.863 3.340 0.23
H 6.373 -1.193 3.658 0.31
O -0.620 -0.965 4.791 -0.62
S -1.953 -1.284 4.292 1.09
O -2.298 -0.852 2.924 -0.31
O -2.258 -2.823 4.643 -0.36
C -3.574 -3.018 5.025 -0.22
C -3.781 -1.808 5.916 -0.38
O -3.072 -0.784 5.370 -0.34
H -4.175 -3.109 4.121 0.14
H -3.657 -3.951 5.584 0.34
H -3.485 -2.014 6.944 0.33
H -4.857 -1.669 6.024 0.32
O 0.987 8.711 -0.520 -0.52
S 1.593 7.444 -0.924 1.05
O 2.987 7.462 -1.320 -0.48
O 1.338 6.330 0.277 -0.39
C 0.710 5.084 -0.093 -0.17
C -0.104 5.591 -1.424 0.10
O 0.735 6.464 -2.082 -0.41
H 1.540 4.429 -0.357 0.34
H 0.170 4.495 0.649 0.25
H -1.092 6.014 -1.242 0.31
H -0.229 4.705 -2.046 -0.05
O 0.358 -6.568 -1.795 -0.46
S 1.791 -6.326 -1.629 1.01
O 2.840 -7.198 -2.275 -0.56
O 2.009 -4.700 -1.838 -0.28
C 1.950 -3.955 -0.546 0.30
C 1.801 -4.980 0.604 0.19
O 2.149 -6.233 0.018 -0.43
H 2.851 -3.344 -0.495 0.28
H 0.966 -3.485 -0.549 -0.32
H 0.757 -5.176 0.852 0.05
H 2.483 -4.872 1.447 0.18
O -5.318 2.072 -3.483 -0.47
S -4.238 1.734 -4.500 0.89
O -4.523 1.006 -5.775 -0.54
O -3.259 3.033 -4.585 -0.45
C -2.688 3.310 -3.333 0.06
C -2.373 1.877 -2.902 0.14
O -3.017 0.973 -3.683 -0.08
H -1.760 3.864 -3.472 0.24
H -3.378 3.810 -2.653 0.00
H -2.696 1.774 -1.866 -0.09
H -1.297 1.722 -2.980 0.25
O 7.114 5.033 -1.180 -0.49
S 7.114 4.419 0.130 1.06
O 8.371 4.112 0.850 -0.54
O 6.009 5.162 1.122 -0.35
C 5.373 4.232 2.016 -0.20
C 5.283 2.944 1.190 0.34
O 6.261 2.995 0.174 -0.31
H 6.006 4.099 2.894 0.29
H 4.423 4.601 2.401 0.32
H 4.298 2.801 0.745 -0.22
H 5.589 2.049 1.731 0.03
O 2.535 -0.827 -0.195 -0.57
S 2.336 0.132 0.908 1.30
O 3.373 0.601 1.835 -0.57
O 1.656 1.527 0.316 -0.29
C 0.238 1.548 0.412 -0.03
C -0.137 0.327 1.176 -0.29
O 1.022 -0.232 1.846 -0.40
H 0.009 2.465 0.955 0.31
H -0.326 1.562 -0.521 0.17
H -0.430 -0.512 0.545 -0.01
H -1.076 0.558 1.679 0.41
O -3.517 1.495 0.938 -0.22
S -4.689 2.438 0.967 0.90
O -5.172 3.125 2.193 -0.56
O -4.579 3.436 -0.341 -0.29
C -5.873 4.000 -0.812 -0.20
C -6.668 2.755 -0.604 -0.33
O -6.074 1.803 0.249 -0.36
H -6.097 4.843 -0.158 0.27
H -5.671 4.369 -1.817 0.27
H -6.623 2.216 -1.550 0.19
H -7.739 2.757 -0.405 0.38
```

Results
Strongest force on any atom, eV Å⁻¹: 5.9
Lowest unoccupied orbital energy, eV: -0.487
Kohn-Sham gap, eV: 10.43
Structure (SMILES): O=S1(=O)OCCO1.O=S1(=O)OCCO1.O=S1(=O)OCCO1.O=S1(=O)OCCO1.O=S1(=O)OCCO1.O=S1(=O)OCCO1.O=S1(=O)OCCO1.O=S1(=O)OCCO1.O=S1(=O)OCCO1.O=S1(=O)OCCO1
E_HOMO, eV: -10.91
Energy above the lowest of the compared OMol25 structures with the same formula, charge and spin, eV: 7.793

Molecular formula: C20H41IrN2P3S
Method: DFT, the ωB97M-V functional and the def2-TZVPD basis

XYZ file:
```
68
Properties=species:S:1:pos:R:3:lowdin_spin:R:1
Ir -0.080 -0.456 0.301 0.61
P -1.628 -1.443 -0.984 0.05
P 0.831 -2.602 0.918 0.01
P -1.427 1.572 0.218 0.01
H 2.714 -0.957 0.151 0.01
C 2.158 -0.045 0.407 0.11
C 1.608 0.260 1.672 0.03
H 1.795 -0.400 2.531 0.00
C -0.950 -1.516 -2.689 0.05
C -2.165 -3.165 -0.617 0.00
C -3.331 -0.794 -1.261 0.00
C 2.338 -2.783 1.973 0.00
C -0.173 -3.763 1.950 0.00
C 1.321 -3.530 -0.604 0.01
C -0.665 2.927 1.199 0.00
C -3.106 1.693 0.992 0.00
C -1.833 2.327 -1.449 0.02
H 2.460 0.786 -0.260 0.02
H 1.379 1.292 1.954 0.00
H -1.715 -1.951 -3.348 0.01
H -0.050 -2.149 -2.711 0.00
H -0.712 -0.501 -3.041 0.00
H -2.752 -3.532 -1.473 0.00
H -2.811 -3.167 0.274 0.00
H -1.320 -3.841 -0.458 0.00
H -3.778 -1.378 -2.083 0.00
H -3.340 0.265 -1.542 0.00
H -3.951 -0.954 -0.365 0.00
H 2.719 -3.810 1.868 0.00
H 2.061 -2.630 3.023 0.00
H 3.139 -2.084 1.723 0.00
H 0.339 -4.737 1.993 0.00
H -1.187 -3.917 1.576 0.00
H -0.241 -3.352 2.968 0.00
H 2.056 -4.301 -0.330 0.00
H 1.787 -2.842 -1.321 0.00
H 0.471 -4.016 -1.092 0.00
H -1.197 3.875 1.032 0.00
H 0.396 3.069 0.976 0.00
H -0.771 2.675 2.261 0.00
H -3.558 2.663 0.728 0.00
H -3.029 1.639 2.084 0.00
H -3.783 0.904 0.649 0.00
H -1.172 3.190 -1.643 0.00
H -2.881 2.687 -1.464 0.00
H -1.702 1.595 -2.273 0.00
C 2.694 2.669 -2.232 0.41
C 2.642 2.989 -3.601 0.48
C 3.470 3.980 -4.141 0.26
C 4.363 4.674 -3.312 0.30
C 4.499 4.291 -1.972 0.31
C 3.666 3.308 -1.426 0.41
S 1.237 1.879 -1.583 0.63
H 1.191 0.485 -1.842 0.10
H 1.894 2.497 -4.231 0.02
H 3.385 4.217 -5.202 0.01
H 4.932 5.515 -3.701 0.01
H 5.244 4.788 -1.356 0.01
H 3.736 3.047 -0.371 0.01
N -2.782 -1.185 3.598 0.00
C -1.773 -0.606 4.361 0.00
C -0.782 -0.231 3.493 0.01
N -1.179 -0.606 2.212 0.08
C -2.392 -1.150 2.306 0.00
H -3.668 -1.563 3.934 0.00
H -1.815 -0.514 5.432 0.00
H 0.161 0.244 3.738 0.00
H -2.991 -1.532 1.483 0.00
```

Results
Strongest force on any atom, eV Å⁻¹: 3.8
Lowest unoccupied orbital energy (alpha / beta), eV: -8.101 / -12.289
Kohn-Sham gap (alpha / beta), eV: 5.55 / 5.13
Total charge: +3
Multiplicity: 5
E_HOMO (alpha / beta), eV: -13.65 / -17.42

Molecular formula: C20H42F6N2O10Zr
Method: DFT, the ωB97M-V functional and the def2-TZVPD basis

XYZ file:
```
81
Properties=species:S:1:pos:R:3:mulliken_charge:R:1
Zr 0.572 0.567 1.229 2.30
C 2.688 -2.329 1.690 -0.58
O 3.635 -2.045 0.648 -0.19
O 1.639 -1.427 1.372 -0.62
C 2.275 -3.840 1.851 0.73
F 1.733 -4.369 0.756 -0.26
F 3.302 -4.571 2.194 -0.29
F 1.469 -4.092 2.914 -0.30
C 5.025 -2.344 0.758 -0.36
C 5.432 -2.618 -0.673 -1.19
H 6.411 -3.099 -0.661 0.41
H 4.808 -3.323 -1.222 0.28
H 5.461 -1.659 -1.189 0.25
H 5.212 -3.275 1.294 0.45
H 5.489 -1.460 1.195 0.27
H 3.227 -1.954 2.560 0.35
C -1.613 3.414 0.781 -0.38
O -2.345 2.814 -0.323 -0.12
O -0.653 2.418 1.057 -1.22
C -1.127 4.914 0.610 0.73
F -2.104 5.727 0.186 -0.27
F -0.600 5.470 1.708 -0.26
F -0.182 4.923 -0.354 -0.24
C -3.640 3.337 -0.617 -0.49
C -4.322 2.375 -1.502 -0.93
H -4.568 1.469 -0.948 0.04
H -5.290 2.807 -1.754 0.48
H -3.753 2.217 -2.418 0.26
H -3.681 4.348 -1.023 0.32
H -4.282 3.386 0.262 0.35
H -2.315 3.423 1.615 0.40
C 4.688 1.449 0.026 -1.13
C 3.377 2.216 -0.253 0.35
C 3.294 2.657 -1.752 -1.29
O 2.261 1.492 0.123 -0.52
H 5.447 1.775 -0.685 0.39
H 4.528 0.378 -0.093 0.04
H 5.096 1.532 1.034 0.36
H 3.442 3.185 0.242 0.15
H 4.221 3.050 -2.170 0.46
H 2.490 3.388 -1.850 0.26
H 3.016 1.825 -2.400 0.22
O 1.027 1.124 5.307 -0.47
C 0.939 0.938 3.981 0.72
O -0.043 0.399 3.469 -0.56
O 1.719 1.244 3.075 -0.52
H 1.837 1.593 5.520 0.36
C -1.519 -2.479 2.704 -1.64
C -1.780 -1.883 1.249 0.52
C -3.292 -2.091 0.928 -1.25
O -3.617 -1.333 -0.212 -0.14
C -4.844 -1.657 -0.870 -0.96
N -1.478 -0.437 1.355 1.04
H -0.556 -2.215 3.142 0.25
H -1.690 -3.556 2.708 0.48
H -2.260 -2.067 3.389 0.50
H -1.192 -2.346 0.456 0.21
H -3.899 -1.730 1.757 0.29
H -3.470 -3.130 0.649 0.58
H -4.805 -1.077 -1.792 0.25
H -5.634 -1.211 -0.264 0.29
H -5.038 -2.723 -0.983 0.35
H -2.231 -0.229 0.716 -0.20
H -2.039 -0.201 2.161 0.39
C -0.163 1.626 -2.496 -1.44
C -0.774 0.374 -1.823 1.57
C -1.335 -0.625 -2.899 -1.16
O -1.603 -1.896 -2.301 -0.23
C -2.089 -2.853 -3.194 -0.91
N 0.200 -0.318 -0.901 -0.16
H 0.298 2.311 -1.785 0.05
H -0.815 2.260 -3.096 0.43
H 0.663 1.417 -3.175 0.48
H -1.561 0.711 -1.148 -0.72
H -0.610 -0.691 -3.711 0.42
H -2.239 -0.258 -3.386 0.59
H -2.724 -2.438 -3.976 0.39
H -2.686 -3.605 -2.678 0.24
H -1.269 -3.444 -3.603 0.28
H 1.047 -0.439 -1.437 0.25
H -0.239 -1.216 -1.052 0.19
```

Results
Strongest force on any atom, eV Å⁻¹: 5.1
Lowest unoccupied orbital energy, eV: 0.327
Kohn-Sham gap, eV: 8.77
E_HOMO, eV: -8.45
Energy above the lowest of the compared OMol25 structures with the same formula, charge and spin, eV: 1.981

Molecular formula: C20H42GaNP3S
Method: DFT, the ωB97M-V functional and the def2-TZVPD basis

XYZ file:
```
68
Properties=species:S:1:pos:R:3:mulliken_charge:R:1
Ga -1.375 0.123 0.062 0.65
P -1.070 2.445 0.816 0.80
P 0.667 -1.235 1.450 0.76
P -3.051 -1.241 0.749 0.86
H -2.874 0.052 -3.655 0.60
C -3.113 0.546 -2.691 -0.67
C -2.656 1.768 -2.404 -0.63
H -2.571 2.341 -3.336 0.56
C 0.047 3.664 0.004 -0.96
C -0.308 2.100 2.438 -1.14
C -2.588 3.417 1.117 -1.13
C 1.174 -2.632 0.347 -1.18
C 2.314 -0.590 1.922 -1.15
C 0.325 -2.131 3.019 -1.63
C -4.614 -0.846 -0.025 -1.08
C -3.133 -0.999 2.515 -0.95
C -2.398 -2.857 0.075 -1.17
H -4.076 0.421 -2.201 0.55
H -2.350 2.181 -1.438 -0.36
H -0.165 3.758 -1.069 0.35
H 1.100 3.366 0.071 0.17
H -0.004 4.685 0.427 0.46
H 0.782 2.003 2.341 0.27
H -0.697 1.156 2.834 0.28
H -0.553 2.862 3.186 0.55
H -3.060 3.687 0.162 0.45
H -2.402 4.344 1.688 0.48
H -3.325 2.829 1.680 0.36
H 1.883 -3.255 0.919 0.47
H 1.668 -2.220 -0.550 0.31
H 0.298 -3.232 0.050 0.32
H 2.900 -1.438 2.313 0.51
H 2.202 0.177 2.706 0.43
H 2.855 -0.167 1.064 0.12
H 1.188 -2.782 3.206 0.51
H -0.579 -2.746 2.971 0.43
H 0.246 -1.417 3.850 0.43
H -5.372 -1.633 0.091 0.50
H -4.381 -0.784 -1.091 0.19
H -4.948 0.143 0.329 0.41
H -4.059 -1.517 2.800 0.49
H -3.217 0.095 2.653 0.39
H -2.230 -1.402 2.997 0.25
H -3.276 -3.506 -0.148 0.57
H -1.739 -3.304 0.860 0.30
H -1.807 -2.672 -0.870 0.31
C -0.266 0.293 -4.931 0.68
C -0.829 -0.978 -4.600 0.28
C -0.399 -2.071 -5.384 -0.72
C 0.527 -1.908 -6.425 -0.46
C 1.069 -0.657 -6.723 -0.54
C 0.582 0.423 -6.040 -0.79
S -0.147 1.874 -4.123 -0.25
H 1.124 2.042 -3.485 0.04
H -1.428 -1.275 -3.717 0.15
H -0.841 -3.071 -5.258 0.38
H 0.881 -2.733 -7.038 0.39
H 1.806 -0.398 -7.487 0.40
H 1.063 1.378 -6.219 0.45
C 4.481 2.027 -0.591 -1.17
C 3.538 1.314 -1.590 -0.36
C 2.246 0.916 -1.077 -0.02
N 1.163 0.567 -0.792 -0.22
H 4.041 2.970 -0.238 0.32
H 5.444 2.254 -1.063 0.38
H 4.689 1.400 0.288 0.35
H 3.353 1.979 -2.446 0.32
H 4.032 0.407 -1.979 0.34
```

Results
Strongest force on any atom, eV Å⁻¹: 2.9
Lowest unoccupied orbital energy, eV: -10.830
Kohn-Sham gap, eV: 5.04
Total charge: +3
E_HOMO, eV: -15.88
Energy above the lowest of the compared OMol25 structures with the same formula, charge and spin, eV: 0.334

Molecular formula: C20H42IrNP3S
Method: DFT, the ωB97M-V functional and the def2-TZVPD basis

XYZ file:
```
68
Properties=species:S:1:pos:R:3:lowdin_spin:R:1
Ir -0.311 0.146 -1.287 1.44
P 2.363 1.859 0.379 0.12
P -1.801 1.704 -0.476 0.16
P 0.368 1.061 -3.139 0.10
H -0.204 -5.155 0.562 0.01
C 0.313 -4.741 -0.311 0.43
C 1.598 -4.361 -0.234 0.44
H 2.140 -4.406 0.717 0.02
C 2.621 1.149 2.000 0.01
C 2.017 3.610 0.519 0.02
C 3.859 1.587 -0.570 0.01
C -3.521 1.081 -0.616 0.03
C -1.707 2.172 1.293 0.03
C -1.760 3.346 -1.273 0.03
C 1.523 -0.177 -3.793 0.07
C 1.354 2.586 -3.098 0.02
C -0.963 1.385 -4.329 0.01
H -0.249 -4.687 -1.249 0.01
H 2.156 -4.045 -1.123 0.02
H 2.383 0.080 1.943 0.00
H 1.977 1.641 2.738 0.00
H 3.673 1.272 2.291 0.00
H 0.971 3.783 0.810 0.00
H 2.210 4.122 -0.435 0.00
H 2.668 4.066 1.282 0.00
H 3.710 0.696 -1.197 0.00
H 4.697 1.400 0.119 0.00
H 4.103 2.458 -1.196 0.00
H -4.215 1.765 -0.104 0.01
H -3.597 0.089 -0.148 0.00
H -3.811 0.995 -1.671 0.00
H -2.575 2.795 1.557 0.01
H -0.792 2.743 1.502 0.00
H -1.727 1.277 1.928 0.00
H -2.546 3.987 -0.846 0.01
H -1.932 3.261 -2.353 0.00
H -0.791 3.832 -1.089 0.00
H 1.134 -0.593 -4.726 0.01
H 1.645 -0.990 -3.065 0.03
H 2.492 0.293 -3.984 0.00
H 1.430 2.995 -4.114 0.00
H 2.362 2.371 -2.731 0.00
H 0.897 3.343 -2.457 0.00
H -0.883 0.695 -5.176 0.00
H -0.875 2.417 -4.698 0.00
H -1.947 1.249 -3.864 0.00
C -1.238 -2.156 -3.757 0.08
C -2.010 -1.929 -4.921 0.28
C -1.739 -2.626 -6.097 0.27
C -0.671 -3.524 -6.148 0.04
C 0.122 -3.742 -5.009 0.18
C -0.166 -3.064 -3.823 0.30
S -1.766 -1.408 -2.285 0.48
H 1.224 1.167 -0.281 0.09
H -2.857 -1.248 -4.824 0.01
H -2.395 -2.466 -6.964 0.01
H -0.453 -4.068 -7.077 0.00
H 0.952 -4.454 -5.041 0.00
H 0.396 -3.262 -2.903 0.01
C -1.835 -1.790 3.551 0.00
C -0.504 -1.385 2.892 0.01
C -0.630 -1.063 1.494 0.07
N -0.518 -0.763 0.377 0.09
H -2.589 -1.000 3.426 0.00
H -1.694 -1.952 4.625 0.00
H -2.232 -2.713 3.111 0.00
H -0.088 -0.513 3.425 0.00
H 0.232 -2.198 2.985 0.00
```

Results
Strongest force on any atom, eV Å⁻¹: 5.4
Lowest unoccupied orbital energy (alpha / beta), eV: -12.205 / -16.862
Kohn-Sham gap (alpha / beta), eV: 4.97 / 3.25
Total charge: +4
Multiplicity: 6
E_HOMO (alpha / beta), eV: -17.17 / -20.12